Entry 1:
Molecular formula: C14H26N2W
Method: DFT, ωB97M-V/def2-TZVPD

## Properties
2S+1: 3
Total charge: +4
Lowest unoccupied orbital energy (alpha / beta), eV: -18.538 / -18.634
Expectation value of S²: 2.01
HOMO (alpha / beta), eV: -24.85 / -24.63

Last column: Löwdin charge in e.
Positions of all 43 atoms, in Å:
1 W 6.876 6.929 5.824  1.90
2 C 10.553 6.956 5.491  0.03
3 C 9.257 7.394 6.111  -0.21
4 C 8.853 6.983 7.390  -0.14
5 C 9.656 5.985 8.197  0.05
6 C 7.476 7.305 7.760  -0.40
7 C 6.881 6.677 8.976  0.01
8 C 7.063 8.687 7.433  -0.18
9 C 6.100 9.461 8.277  0.04
10 C 7.508 9.204 6.186  -0.23
11 C 6.896 10.382 5.542  0.01
12 C 8.437 8.383 5.411  -0.30
13 C 8.961 8.981 4.132  0.04
14 H 11.406 7.702 5.737  0.19
15 H 10.468 6.861 4.387  0.12
16 H 10.855 5.990 5.888  0.10
17 H 9.548 6.177 9.281  0.14
18 H 10.736 6.158 7.992  0.13
19 H 9.460 4.948 7.926  0.13
20 H 5.773 6.731 9.020  0.13
21 H 7.244 7.212 9.883  0.16
22 H 7.119 5.626 9.088  0.11
23 H 6.328 10.572 8.260  0.16
24 H 6.197 9.112 9.315  0.11
25 H 5.041 9.321 8.008  0.13
26 H 7.583 11.276 5.407  0.17
27 H 6.015 10.645 6.164  0.11
28 H 6.548 10.181 4.498  0.13
29 H 8.573 8.498 3.223  0.14
30 H 10.040 8.905 4.082  0.11
31 H 8.727 10.050 4.001  0.12
32 N 4.953 7.128 5.281  -0.06
33 C 4.690 5.817 4.409  -0.07
34 C 5.349 4.686 5.116  -0.14
35 N 6.834 4.930 5.411  -0.06
36 H 4.266 7.114 6.069  0.17
37 H 4.756 8.003 4.793  0.15
38 H 5.162 6.093 3.468  0.15
39 H 3.613 5.705 4.319  0.17
40 H 5.309 3.777 4.551  0.16
41 H 4.879 4.566 6.137  0.17
42 H 7.380 4.662 4.567  0.17
43 H 7.142 4.376 6.243  0.17

Entry 2:
Molecular formula: C3H7NO2
Method: DFT, ωB97M-V/def2-TZVPD

## Properties
Lowest unoccupied orbital energy, eV: 0.603
Energy above the lowest of the compared OMol25 structures with the same formula, charge and spin, eV: 2.759
HOMO, eV: -9.74
SMILES: O=C[C@@H]1CN1.O

Last column: Löwdin charge in e.
Positions of all 13 atoms, in Å:
1 O -0.241 2.433 -0.138  0.02
2 C -0.195 1.252 0.208  -0.23
3 C -1.046 0.218 -0.494  -0.28
4 C -1.543 -0.794 0.463  -0.14
5 N -0.510 -1.158 -0.530  0.04
6 H 0.459 0.997 1.048  0.12
7 H -1.689 0.563 -1.359  0.16
8 H -1.411 -0.735 1.539  0.11
9 H -2.516 -1.118 0.125  0.10
10 H 0.452 -1.251 -0.204  0.06
11 O 2.517 -0.311 0.039  -0.07
12 H 2.256 0.347 -0.638  0.05
13 H 3.468 -0.441 -0.060  0.05

Entry 3:
Molecular formula: C48H110N2O20S7
Method: DFT, ωB97M-V/def2-TZVPD

## Properties
Lowest unoccupied orbital energy, eV: -0.112
HOMO, eV: -8.95

Last column: Löwdin charge in e.
Positions of all 187 atoms, in Å:
1 C -3.999 3.913 -1.888  -0.11
2 C -5.122 4.253 -1.057  -0.48
3 C -5.086 5.788 -0.633  -0.02
4 O -6.316 4.096 -1.820  -0.04
5 H -2.966 4.114 -1.604  0.08
6 H -3.931 4.459 -2.829  0.09
7 H -3.909 2.854 -2.129  0.07
8 H -4.896 3.540 -0.265  0.13
9 H -5.908 6.163 -0.024  0.07
10 H -5.110 6.373 -1.553  0.08
11 H -4.195 6.006 -0.044  0.05
12 H -6.312 3.198 -2.160  0.08
13 C 3.625 -4.150 2.016  -0.03
14 C 2.481 -3.453 1.248  -0.49
15 C 2.660 -3.470 -0.233  -0.05
16 O 1.181 -3.885 1.609  -0.06
17 H 4.560 -3.791 1.586  0.07
18 H 3.702 -5.195 1.717  0.08
19 H 3.691 -4.134 3.104  0.08
20 H 2.426 -2.435 1.635  0.12
21 H 1.770 -3.060 -0.711  0.07
22 H 2.751 -4.494 -0.595  0.09
23 H 3.592 -3.015 -0.568  0.05
24 H 0.767 -3.329 2.273  0.04
25 C -4.410 -4.290 4.044  -0.03
26 C -4.967 -3.022 3.260  -0.42
27 C -5.619 -1.999 4.305  -0.06
28 O -3.879 -2.284 2.730  -0.07
29 H -5.239 -4.699 4.623  0.07
30 H -3.557 -4.048 4.677  0.07
31 H -4.101 -4.964 3.245  0.06
32 H -5.731 -3.140 2.491  0.12
33 H -5.785 -0.995 3.914  0.07
34 H -4.959 -1.897 5.166  0.07
35 H -6.581 -2.232 4.762  0.06
36 H -3.516 -2.774 1.989  0.04
37 C -0.442 -5.238 4.315  -0.05
38 C -0.151 -3.857 4.935  -0.49
39 C 0.468 -4.080 6.272  -0.06
40 O 0.497 -2.990 4.061  -0.03
41 H -1.210 -5.277 3.542  0.04
42 H -1.016 -5.914 4.949  0.08
43 H 0.353 -5.826 3.857  0.08
44 H -1.119 -3.435 5.205  0.13
45 H 0.452 -3.124 6.796  0.08
46 H 1.494 -4.435 6.174  0.09
47 H 0.076 -4.862 6.922  0.08
48 H 0.589 -2.112 4.437  0.07
49 C -1.267 5.169 0.773  -0.06
50 C -0.188 6.059 1.443  -0.42
51 C -0.416 6.684 2.815  -0.22
52 O -0.881 7.976 2.567  -0.19
53 C -0.816 8.767 3.784  -0.09
54 N 0.963 5.193 1.352  0.04
55 H -1.448 4.233 1.301  0.07
56 H -1.156 4.860 -0.267  0.06
57 H -2.128 5.837 0.791  0.06
58 H -0.151 6.914 0.767  0.14
59 H 0.513 6.858 3.358  0.12
60 H -1.097 6.005 3.328  0.13
61 H -1.109 9.793 3.562  0.09
62 H 0.123 8.779 4.337  0.08
63 H -1.468 8.266 4.500  0.08
64 H 1.695 5.887 1.306  0.07
65 H 0.969 4.885 0.390  0.02
66 C -2.362 -4.542 0.411  -0.09
67 C -1.321 -4.888 -0.597  -0.40
68 C -0.546 -6.201 -0.164  -0.15
69 O -1.254 -7.460 -0.221  -0.18
70 C -2.042 -7.719 0.913  -0.11
71 N -2.046 -4.929 -1.847  0.05
72 H -2.746 -3.529 0.290  0.04
73 H -2.039 -4.604 1.451  0.07
74 H -3.277 -5.134 0.407  0.09
75 H -0.645 -4.040 -0.706  0.12
76 H -0.005 -6.117 0.779  0.11
77 H 0.274 -6.137 -0.879  0.11
78 H -1.345 -8.153 1.630  0.09
79 H -2.825 -8.382 0.545  0.09
80 H -2.478 -6.802 1.311  0.05
81 H -2.645 -4.119 -1.770  -0.01
82 H -1.472 -4.698 -2.646  0.07
83 C 3.403 5.975 -4.923  -0.22
84 C 2.321 4.839 -5.207  -0.17
85 C 1.874 4.129 -3.919  -0.19
86 S 2.784 5.025 -2.554  0.74
87 O 4.089 4.412 -2.323  -0.34
88 O 1.889 5.380 -1.404  -0.37
89 C 3.077 6.500 -3.562  -0.26
90 H 3.372 6.813 -5.618  0.11
91 H 4.437 5.628 -4.924  0.11
92 H 2.718 4.033 -5.825  0.11
93 H 1.497 5.360 -5.694  0.11
94 H 2.305 3.137 -3.782  0.09
95 H 0.889 4.292 -3.482  0.08
96 H 3.858 7.142 -3.152  0.11
97 H 2.091 6.964 -3.585  0.11
98 C 5.259 0.864 0.813  -0.20
99 C 6.084 1.780 1.769  -0.17
100 C 6.847 0.796 2.807  -0.17
101 S 6.006 -0.904 2.736  0.75
102 O 5.243 -1.101 3.987  -0.37
103 O 6.954 -1.888 2.163  -0.33
104 C 4.685 -0.354 1.603  -0.20
105 H 6.002 0.576 0.069  0.11
106 H 4.457 1.419 0.326  0.11
107 H 5.352 2.379 2.311  0.07
108 H 6.807 2.521 1.428  0.11
109 H 6.897 1.210 3.814  0.08
110 H 7.844 0.609 2.409  0.08
111 H 3.893 0.103 2.196  0.08
112 H 4.283 -1.130 0.950  0.08
113 C -1.133 -0.650 0.001  -0.20
114 C -0.614 0.042 1.316  -0.18
115 C 0.356 1.186 1.039  -0.16
116 S 0.419 1.348 -0.889  0.68
117 O 1.522 0.640 -1.431  -0.33
118 O 0.338 2.681 -1.412  -0.34
119 C -1.150 0.338 -1.141  -0.20
120 H -2.150 -1.013 0.146  0.08
121 H -0.458 -1.411 -0.391  0.10
122 H -0.128 -0.687 1.966  0.09
123 H -1.424 0.538 1.850  0.12
124 H 1.360 1.229 1.460  0.08
125 H -0.043 2.157 1.332  0.07
126 H -1.186 -0.050 -2.159  0.08
127 H -2.034 0.962 -1.010  0.10
128 C 3.016 2.654 3.775  -0.21
129 C 3.917 1.999 4.890  -0.18
130 C 3.153 0.785 5.513  -0.20
131 S 1.380 1.199 5.204  0.76
132 O 0.828 1.366 6.572  -0.36
133 O 0.894 0.143 4.290  -0.36
134 C 1.573 2.815 4.328  -0.18
135 H 3.075 2.174 2.798  0.08
136 H 3.456 3.610 3.491  0.11
137 H 4.277 2.629 5.704  0.11
138 H 4.891 1.716 4.490  0.07
139 H 3.398 0.628 6.564  0.10
140 H 3.428 -0.205 5.149  0.07
141 H 1.633 3.548 5.133  0.10
142 H 0.720 3.111 3.716  0.09
143 C -0.815 -0.573 -5.504  -0.20
144 C -1.936 -0.342 -6.479  -0.21
145 C -2.701 0.962 -5.983  -0.16
146 S -1.306 2.171 -5.460  0.75
147 O -1.441 2.451 -3.997  -0.38
148 O -1.072 3.227 -6.441  -0.34
149 C -0.037 0.794 -5.541  -0.21
150 H -0.142 -1.332 -5.903  0.12
151 H -1.066 -0.680 -4.448  0.10
152 H -2.570 -1.226 -6.539  0.11
153 H -1.618 -0.074 -7.487  0.11
154 H -3.312 0.718 -5.113  0.08
155 H -3.397 1.410 -6.693  0.09
156 H 0.865 0.836 -4.930  0.09
157 H 0.277 1.047 -6.554  0.08
158 C -6.625 -3.369 -3.122  -0.22
159 C -6.978 -1.895 -2.868  -0.18
160 C -5.578 -1.227 -3.014  -0.20
161 S -4.314 -2.267 -2.132  0.70
162 O -4.187 -1.766 -0.756  -0.34
163 O -3.161 -2.513 -2.992  -0.35
164 C -5.451 -3.721 -2.174  -0.20
165 H -6.568 -3.594 -4.187  0.12
166 H -7.424 -4.078 -2.905  0.11
167 H -7.417 -1.885 -1.871  0.12
168 H -7.569 -1.420 -3.651  0.11
169 H -5.341 -0.270 -2.548  0.09
170 H -5.247 -1.391 -4.040  0.09
171 H -5.657 -3.744 -1.103  0.10
172 H -5.010 -4.676 -2.459  0.10
173 C 3.341 -2.743 -4.060  -0.22
174 C 3.283 -1.313 -3.476  -0.18
175 C 4.601 -1.092 -2.529  -0.16
176 S 5.841 -2.321 -3.211  0.75
177 O 6.020 -3.389 -2.192  -0.36
178 O 6.989 -1.593 -3.815  -0.37
179 C 4.767 -3.011 -4.550  -0.22
180 H 2.646 -2.730 -4.900  0.11
181 H 3.109 -3.491 -3.302  0.11
182 H 2.319 -1.031 -3.053  0.07
183 H 3.361 -0.516 -4.215  0.10
184 H 4.547 -1.300 -1.461  0.05
185 H 5.008 -0.083 -2.605  0.09
186 H 4.971 -4.061 -4.760  0.10
187 H 5.001 -2.448 -5.453  0.10